Density functional theory data (wB97M-V/def2-TZVPD) for a molecular structure, C20H37O2S4Si2Sr.

Values from the calculation:
Energy above the lowest of the compared OMol25 structures with the same formula, charge and spin = 38.9 kJ/mol
LUMO level = 2.0 eV
Net charge = -1

```
66
Properties=species:S:1:pos:R:3:forces:R:3:nbo_charge:R:1
Sr 0.557 -0.807 0.625 0.74 -0.34 -0.12 1.512
C 0.815 2.508 2.757 0.06 0.00 0.02 -0.553
C -0.055 1.815 3.799 0.05 0.13 0.08 -0.548
S 0.040 0.007 3.769 0.05 -0.13 -0.03 0.220
C -1.520 -0.359 2.924 -0.18 -0.06 -0.04 -0.594
C -1.621 -1.855 2.596 -0.10 -0.17 -0.20 -0.597
S -2.229 -2.224 0.889 0.04 0.08 0.49 0.210
C -3.466 -0.913 0.652 -0.26 -0.21 0.35 -0.562
C -2.940 0.285 -0.109 0.36 0.45 -0.23 -0.540
S -3.414 1.859 0.684 -0.05 -0.05 0.01 0.154
C -2.187 2.997 -0.024 -0.02 -0.06 -0.03 -0.540
C -1.112 3.435 0.967 0.01 0.02 0.00 -0.538
S 0.288 2.275 1.046 -0.04 0.04 -0.05 0.190
H 1.828 2.101 2.778 -0.02 0.02 0.03 0.264
H 0.872 3.580 2.959 0.01 -0.01 0.02 0.213
H -1.104 2.104 3.701 0.02 -0.01 0.02 0.219
H 0.274 2.119 4.795 -0.01 0.04 -0.01 0.228
H -1.564 0.267 2.034 -0.02 0.03 -0.06 0.222
H -2.356 -0.029 3.542 -0.01 -0.05 0.02 0.226
H -2.245 -2.364 3.329 -0.06 0.02 -0.06 0.229
H -0.645 -2.370 2.631 -0.14 0.04 0.02 0.293
H -3.832 -0.625 1.638 -0.06 -0.05 0.00 0.222
H -4.302 -1.359 0.114 0.03 -0.03 0.03 0.241
H -3.296 0.264 -1.135 0.02 0.09 -0.09 0.252
H -1.844 0.284 -0.155 -0.21 0.00 -0.12 0.207
H -2.728 3.877 -0.371 -0.03 -0.01 -0.01 0.224
H -1.754 2.517 -0.904 0.02 0.03 -0.02 0.246
H -1.549 3.539 1.960 0.00 -0.01 0.01 0.213
H -0.715 4.408 0.669 0.01 -0.02 0.00 0.215
C 4.557 -1.770 0.654 0.02 0.00 -0.03 -1.086
Si 3.626 -0.154 1.110 -0.03 0.17 0.01 0.603
C 4.438 1.107 -0.099 0.01 -0.01 0.03 -1.085
C 4.496 0.327 2.764 -0.03 0.02 0.00 -1.083
H 5.644 -1.617 0.635 0.00 -0.01 0.00 0.196
H 4.249 -2.135 -0.332 0.01 0.02 0.03 0.220
H 4.339 -2.567 1.371 -0.01 0.00 0.01 0.217
H 5.534 1.075 -0.048 0.00 0.00 0.00 0.195
H 4.120 2.131 0.122 0.00 -0.01 0.00 0.206
H 4.143 0.900 -1.133 -0.01 -0.01 -0.01 0.217
H 5.588 0.332 2.656 0.01 0.00 0.00 0.199
H 4.242 -0.374 3.565 -0.01 -0.01 0.00 0.213
H 4.196 1.326 3.101 0.01 -0.01 0.00 0.195
C 1.468 -1.482 -3.344 -0.03 -0.03 -0.05 -1.083
Si 0.449 -0.117 -2.470 -0.20 0.07 0.09 0.624
C 0.819 1.435 -3.530 -0.01 0.01 0.00 -1.092
C -1.354 -0.551 -2.990 0.02 0.01 -0.16 -0.401
C -2.208 0.342 -3.652 -0.01 -0.05 0.01 -0.195
C -3.549 0.050 -3.884 0.01 -0.02 0.05 -0.246
C -4.084 -1.161 -3.464 0.02 0.03 0.02 -0.265
C -3.255 -2.077 -2.823 -0.01 -0.02 -0.01 -0.227
C -1.921 -1.773 -2.594 0.03 -0.01 0.00 -0.245
H 1.250 -1.540 -4.417 0.01 0.00 0.01 0.203
H 1.281 -2.463 -2.898 -0.02 0.02 -0.01 0.231
H 2.536 -1.282 -3.221 0.01 0.01 0.00 0.221
H 0.588 1.278 -4.590 0.02 0.00 0.00 0.203
H 1.880 1.685 -3.450 0.01 -0.01 0.00 0.227
H 0.265 2.315 -3.189 -0.01 -0.01 0.00 0.206
H -1.814 1.290 -4.003 0.00 0.03 0.01 0.195
H -4.178 0.769 -4.398 0.00 0.00 0.00 0.198
H -5.127 -1.394 -3.642 0.00 0.00 0.00 0.200
H -3.653 -3.034 -2.499 0.01 0.00 -0.01 0.203
H -1.297 -2.502 -2.081 -0.01 0.01 0.00 0.220
O 0.892 -3.717 2.362 0.07 0.05 -0.02 -0.750
C 1.143 -3.933 1.166 -0.20 0.01 0.00 0.650
O 0.904 -3.152 0.200 0.04 -0.03 -0.09 -0.867
H 1.596 -4.906 0.888 0.06 0.00 0.07 0.060
```
Positions in Å, forces in eV/Å.

=====

Density functional theory data (wB97M-V/def2-TZVPD) for a molecular structure, C20H38Ag2N2O8.

Values from the calculation:
LUMO level (alpha / beta) = 4.2 / 3.6 eV
2S+1 = 3
Net charge = -2

```
70
Properties=species:S:1:pos:R:3:forces:R:3:nbo_charge:R:1
Ag -1.826 0.367 1.195 -0.68 0.65 0.18 0.884
Ag -0.040 -0.498 3.381 -0.96 0.72 0.12 0.901
C -2.378 1.940 3.545 -2.08 -2.14 1.63 0.909
O -1.172 1.688 3.283 5.29 -1.09 -1.53 -0.987
O -2.785 1.754 4.700 -0.55 0.85 2.24 -0.785
O -3.168 2.100 2.598 -1.59 1.02 -3.03 -0.840
C -3.178 -1.498 2.763 1.19 0.95 1.74 0.904
O -1.945 -1.663 2.602 3.70 -1.19 -0.09 -0.851
O -3.690 -1.624 3.865 -1.39 -1.24 2.10 -0.541
O -3.774 -1.007 1.831 -3.04 1.31 -3.77 -0.636
C 2.014 -2.044 -0.978 1.92 -0.20 1.02 -0.788
C 2.102 -2.206 0.565 -0.74 0.16 1.51 0.138
C 3.384 -2.882 1.114 0.55 -0.71 -0.17 -0.418
C 4.595 -2.021 1.405 -0.20 0.37 -0.75 -0.438
C 4.155 -0.857 2.259 0.56 0.34 -0.45 -0.392
C 3.026 0.013 1.636 1.98 -0.68 -0.37 0.099
N 1.929 -0.914 1.321 -0.01 -0.74 1.57 -0.223
O 0.744 -0.218 0.974 1.15 -0.36 -0.54 -0.624
C 2.665 0.964 2.758 -1.32 0.24 0.76 -0.621
C 3.544 0.816 0.426 0.04 1.13 0.51 -0.772
C 0.975 -3.120 1.109 -1.20 0.39 -0.58 -0.618
H 3.019 -1.691 -1.211 0.10 0.13 -0.60 0.200
H 1.332 -1.308 -1.404 -0.31 -0.36 0.37 0.243
H 1.950 -3.042 -1.410 -0.41 0.12 -0.23 0.211
H 3.141 -3.393 2.045 -0.32 -0.06 0.00 0.200
H 3.636 -3.651 0.383 0.04 -0.24 -0.01 0.205
H 5.029 -1.779 0.434 -0.12 0.96 -0.16 0.198
H 5.483 -2.445 1.875 -0.43 -0.96 0.38 0.203
H 5.063 -0.303 2.497 -0.13 0.81 -0.30 0.202
H 3.852 -1.173 3.257 -0.43 -0.52 -0.08 0.201
H 3.474 1.504 3.249 0.47 -0.11 -0.58 0.215
H 1.876 1.693 2.575 -0.04 -0.01 -0.47 0.252
H 2.271 0.345 3.565 -0.21 -0.24 0.30 0.187
H 4.023 0.350 -0.435 -0.64 -0.55 0.05 0.220
H 2.743 1.508 0.164 -0.21 -0.22 -0.76 0.220
H 4.299 1.535 0.744 0.26 -0.04 0.48 0.209
H 0.890 -3.109 2.196 0.02 0.58 0.03 0.211
H 0.936 -4.189 0.901 0.94 -0.11 -0.68 0.205
H 0.054 -2.766 0.645 -0.35 0.17 0.48 0.232
H 1.018 0.148 0.130 -0.90 0.74 -0.85 0.495
C -1.688 -1.614 -1.739 0.59 -0.81 -0.54 -0.606
C -1.942 -0.238 -2.335 -0.36 -0.06 1.00 0.086
C -3.472 -0.146 -2.145 -0.32 2.86 -1.25 -0.407
C -3.987 1.331 -2.299 -0.54 -0.98 -0.89 -0.395
C -3.289 2.280 -1.423 2.18 0.53 1.29 -0.434
C -1.696 2.232 -1.574 -0.57 2.06 1.63 0.149
N -1.223 0.783 -1.483 -2.61 1.39 0.31 -0.209
O 0.141 0.734 -1.636 0.87 -0.48 0.22 -0.721
C -1.187 3.117 -2.783 0.08 -1.63 -0.09 -0.776
C -1.065 3.056 -0.313 0.13 -1.64 -0.66 -0.626
C -1.532 -0.204 -3.815 0.18 0.32 -0.48 -0.908
H -1.794 -1.702 -0.658 0.27 0.57 0.15 0.234
H -0.732 -2.010 -2.081 0.07 -0.20 0.24 0.203
H -2.484 -2.269 -2.094 0.15 -0.23 -0.38 0.203
H -3.871 -0.641 -3.031 -0.23 -0.57 0.36 0.203
H -3.850 -0.567 -1.214 0.29 -0.09 0.02 0.239
H -5.064 1.369 -2.137 -0.14 -0.13 0.28 0.204
H -3.892 1.687 -3.325 0.28 -0.32 -0.42 0.180
H -3.561 2.097 -0.383 0.29 -0.29 0.32 0.243
H -3.568 3.327 -1.545 -0.09 0.06 -0.44 0.206
H -0.102 3.014 -2.786 0.15 0.09 -0.23 0.202
H -1.545 2.779 -3.755 -0.07 -0.06 -0.05 0.198
H -1.382 4.189 -2.737 -0.34 -0.12 0.60 0.215
H -1.153 2.552 0.650 -0.57 -0.21 0.10 0.232
H 0.018 3.094 -0.434 0.09 0.29 -0.36 0.200
H -1.449 4.062 -0.146 -0.25 -0.07 -0.50 0.213
H -2.079 -0.879 -4.472 -0.16 -0.52 0.43 0.215
H -0.477 -0.439 -3.957 0.15 -0.21 0.17 0.195
H -1.654 0.739 -4.347 -0.14 0.40 0.49 0.214
H 0.315 0.942 -2.557 0.67 0.17 -0.78 0.437
```
Positions in Å, forces in eV/Å.

=====

Density functional theory data (wB97M-V/def2-TZVPD) for 4 unconnected molecules or ions with the total composition C20H38BF6O6S3.

Values from the calculation:
LUMO level = 2.1 eV
Net charge = -1

```
74
Properties=species:S:1:pos:R:3:forces:R:3:lowdin_charge:R:1
C 5.092 0.824 0.146 0.43 -0.50 0.08 -0.088
C 4.134 -0.332 0.382 0.05 0.35 0.42 -0.392
F 4.893 -1.312 1.128 -0.11 -0.08 -0.19 -0.117
C 2.862 -0.007 1.133 -0.28 0.03 -0.49 -0.186
B 2.195 1.470 0.820 -0.50 0.13 0.24 -0.499
C 0.564 1.451 1.234 0.56 -0.13 -0.19 -0.237
C -0.316 1.512 -0.011 -0.08 -0.20 0.31 -0.239
C -1.843 1.499 0.254 0.09 0.08 -0.40 -0.089
C -2.492 0.158 -0.005 0.10 0.43 -0.03 -0.435
F -1.790 -0.906 0.463 -0.05 0.25 -0.02 0.116
F -2.636 -0.023 -1.360 0.02 -0.27 0.21 0.093
C -3.919 0.030 0.581 -0.01 -0.43 -0.24 -0.552
F -3.996 0.434 1.846 0.06 0.05 0.11 0.171
F -4.334 -1.253 0.546 -0.04 -0.01 -0.01 0.134
F -4.798 0.736 -0.142 -0.04 0.24 0.04 0.151
H 4.833 1.402 -0.739 -0.22 0.06 0.21 0.067
H 6.084 0.395 -0.036 -0.09 0.07 -0.05 0.057
H 5.173 1.478 1.016 -0.19 0.03 -0.08 0.081
H 3.910 -0.820 -0.573 0.03 0.00 0.05 0.128
H 3.031 -0.121 2.210 0.15 0.04 -0.04 0.092
H 2.110 -0.764 0.859 0.11 -0.09 0.16 0.082
H 2.738 2.367 1.468 0.18 -0.03 -0.05 0.038
H 2.264 1.766 -0.379 0.10 -0.07 -0.08 0.050
H 0.352 0.518 1.779 -0.14 0.14 0.08 0.076
H 0.341 2.295 1.901 -0.19 -0.07 -0.05 0.071
H -0.070 2.416 -0.575 -0.03 -0.10 -0.01 0.101
H -0.057 0.657 -0.647 -0.01 0.17 -0.10 0.110
H -2.335 2.170 -0.459 -0.14 0.00 0.18 0.124
H -2.072 1.851 1.261 0.08 -0.13 0.00 0.123
C -2.750 -4.475 4.272 -0.01 0.04 -0.04 -0.227
C -3.336 -4.313 2.862 0.04 -0.01 0.01 -0.214
C -2.371 -3.430 2.062 -0.31 -0.15 0.05 -0.230
S -0.739 -3.694 2.773 -0.06 -0.11 -0.05 0.657
O -0.294 -2.474 3.385 0.05 0.00 0.00 -0.301
O 0.086 -4.418 1.842 0.07 0.05 0.01 -0.319
C -1.277 -4.810 4.073 -0.17 -0.08 0.15 -0.236
H -3.263 -5.251 4.838 -0.01 0.01 0.01 0.109
H -2.846 -3.537 4.823 0.02 0.00 0.01 0.118
H -3.420 -5.295 2.390 0.02 -0.01 0.01 0.113
H -4.333 -3.875 2.887 0.00 0.00 -0.01 0.110
H -2.340 -3.694 1.008 0.12 0.10 -0.02 0.106
H -2.605 -2.376 2.169 0.10 0.03 0.04 0.079
H -0.662 -4.644 4.954 0.08 0.05 -0.07 0.104
H -1.144 -5.828 3.707 0.03 0.01 -0.03 0.103
C 10.222 3.583 -1.838 -0.05 0.01 -0.04 -0.228
C 9.552 4.665 -2.696 -0.02 -0.03 0.03 -0.221
C 8.044 4.388 -2.686 0.18 0.15 -0.18 -0.220
S 7.695 3.552 -1.127 0.02 0.02 0.06 0.661
O 7.264 2.212 -1.412 0.11 0.15 -0.10 -0.307
O 6.937 4.425 -0.273 -0.04 -0.04 0.00 -0.310
C 9.395 3.489 -0.561 0.24 0.01 -0.05 -0.232
H 11.263 3.823 -1.622 0.00 -0.01 -0.01 0.110
H 10.200 2.626 -2.364 0.00 -0.01 0.02 0.117
H 9.750 5.647 -2.261 -0.01 -0.01 0.02 0.113
H 9.941 4.673 -3.713 0.00 0.01 0.00 0.109
H 7.447 5.295 -2.730 -0.08 -0.05 0.04 0.100
H 7.748 3.712 -3.486 -0.04 -0.06 0.06 0.102
H 9.544 2.569 -0.001 -0.12 -0.01 0.02 0.108
H 9.557 4.352 0.085 -0.04 0.00 0.01 0.105
C -7.167 -1.304 -1.609 -0.03 -0.08 -0.05 -0.218
C -7.328 -1.793 -3.054 -0.03 0.04 0.02 -0.210
C -8.831 -1.836 -3.359 0.23 -0.13 -0.12 -0.223
S -9.587 -0.582 -2.312 0.13 0.05 -0.04 0.660
O -10.457 -1.236 -1.365 -0.07 0.03 -0.02 -0.327
O -10.075 0.502 -3.126 -0.12 -0.02 0.06 -0.331
C -8.084 -0.093 -1.474 0.21 -0.04 0.08 -0.229
H -6.136 -1.046 -1.381 0.00 0.00 0.01 0.094
H -7.480 -2.086 -0.914 0.00 0.02 0.02 0.123
H -6.833 -1.095 -3.732 -0.01 0.01 0.01 0.119
H -6.872 -2.771 -3.202 0.00 0.00 -0.01 0.114
H -9.059 -1.601 -4.395 -0.10 0.03 0.03 0.099
H -9.275 -2.793 -3.090 -0.06 0.04 0.06 0.101
H -8.319 0.171 -0.446 -0.10 0.02 -0.03 0.109
H -7.682 0.772 -2.000 -0.03 0.01 -0.01 0.110
```
Positions in Å, forces in eV/Å.

=====

no.,M (g/mol),largest force on an atom (eV/A)
1,581.57,0.82
2,650.27,5.62
3,595.52,0.66